No. 1
Below is C42H48N8O7S3Sm as an isolated structure, with properties calculated with ωB97M-V/def2-TZVPD.

The geometry in XYZ format:
```
109
Properties=species:S:1:pos:R:3:forces:R:3:mulliken_charge:R:1
Sm 0.26618 -0.05247 -0.12532 0.8141 0.1611 0.3077 -0.046
N -0.61167 4.38989 1.21325 1.1935 -1.6488 0.0727 0.123
C -0.02261 3.16448 1.17498 -2.7924 -1.3076 -1.7015 -1.032
N -0.72305 2.09709 0.74374 2.8194 1.9107 0.9285 0.340
C -1.99904 2.23552 0.32610 -2.2228 -1.8134 0.3740 0.894
N -2.81469 1.15589 0.34657 0.8386 1.6029 -0.4017 -1.729
N -2.07493 0.03549 0.52350 -0.1394 -2.7483 1.1421 1.137
C -2.59589 -1.07511 1.02761 -0.6648 3.6773 -2.5545 -0.846
C -1.87386 -2.28863 1.09684 1.5929 -2.7039 2.4038 0.906
C -2.41022 -3.46712 1.81433 -0.7641 1.7171 -2.0672 -1.155
C -1.50489 -4.38911 2.26989 1.8957 0.5465 0.2169 -0.541
C -0.08878 -4.19597 2.00514 -2.1038 -0.9708 0.3418 -0.779
C 0.30095 -3.13996 1.23282 -0.2199 -0.4489 -0.5606 -0.536
N -0.56549 -2.19504 0.83412 -0.2724 -0.1258 0.1806 0.790
C -2.55071 3.55397 0.11053 -0.4779 0.2092 -0.1135 0.626
C -3.85418 3.76631 -0.40148 -0.8702 0.5280 0.6288 -0.268
C -4.57963 4.91830 -0.07204 0.7518 -0.3456 -0.9931 -0.950
C -3.92798 6.03201 0.49552 2.0607 -1.0416 -0.2796 -0.432
C -2.57795 5.91024 0.83653 0.8130 -2.4513 0.2838 -1.089
C -1.86899 4.61225 0.68567 -2.2836 2.3834 0.3479 0.191
H -0.02846 5.10220 1.57921 0.0582 1.0154 0.2754 0.286
H 1.02027 3.00367 1.40918 0.0240 0.2183 0.3367 0.696
H -3.63646 -1.04953 1.21433 -1.1057 -0.1313 0.5606 0.622
H -3.54010 -3.58746 1.78349 1.6509 0.1203 0.6733 0.395
H -1.76798 -5.19931 2.94118 -0.2932 -0.1128 -0.3925 0.512
H 0.60280 -4.96728 2.34832 -0.0735 0.4246 -0.1175 0.529
H 1.32403 -3.07108 0.87764 -0.1450 0.2662 0.1924 0.632
H -4.32080 2.99678 -1.01832 0.0956 -0.0212 0.5390 0.498
H -5.62655 5.00383 -0.34876 0.2146 -0.0570 -0.1445 0.403
H -4.35906 7.00933 0.50988 -0.5625 0.2603 0.5014 0.434
H -2.04422 6.62710 1.44191 -0.0519 0.5670 -0.3664 0.386
C -5.97475 2.60044 -5.33331 0.8157 -0.3894 -0.8164 -1.416
C -4.56723 2.18259 -4.82454 -1.2048 -0.8735 0.5547 0.849
C -4.33301 0.80396 -4.56856 0.4121 0.5566 0.2797 -1.038
C -3.14864 0.41369 -3.92002 0.2402 -1.0011 -0.8078 -0.367
C -2.17616 1.32596 -3.49219 -1.2131 0.4208 -0.2243 0.425
C -2.54450 2.69134 -3.55343 1.2696 -0.4647 -0.6592 -0.351
C -3.61947 3.09764 -4.33853 -0.0259 -0.5101 0.3577 -0.925
S -0.52426 0.73904 -3.10410 1.0659 0.1609 1.6962 1.332
O 0.33109 0.78732 -4.28814 -1.3199 -0.1231 1.1198 -0.715
O -0.01613 1.60279 -1.96389 -0.8019 -0.6581 -1.1817 -0.614
N -0.69563 -0.67027 -2.32066 -0.3933 1.7184 -0.6645 0.147
C -0.76070 -1.88875 -2.93341 0.4870 -1.8667 -0.5521 0.140
C -0.50946 -2.11795 -4.31753 -0.1956 -1.3820 1.4696 -0.361
C -0.20058 -3.42487 -4.69538 0.2317 -0.8320 0.4283 -0.530
C -0.32849 -4.53660 -3.78568 -1.1824 0.8111 0.5513 -0.825
C -0.90554 -4.19330 -2.49945 1.5095 0.2190 -1.7149 -0.425
N -0.96283 -2.92569 -2.07200 -0.4263 0.5325 -0.8179 -0.112
H -6.38248 1.85314 -6.05184 0.2689 0.3228 0.7082 0.365
H -5.96878 3.53802 -5.88804 0.2437 0.1346 0.0915 0.386
H -6.68047 2.73749 -4.50628 0.2606 -0.2368 -0.0450 0.267
H -5.02402 -0.00980 -4.88444 0.4137 0.9854 0.2518 0.341
H -2.97254 -0.67690 -3.85256 0.0561 0.7684 0.0988 0.197
H -1.92800 3.46375 -3.09164 0.1555 -0.2776 -0.3137 0.521
H -3.62958 4.15089 -4.57261 -0.6738 0.1964 0.1675 0.404
H -0.53955 -1.31621 -5.01193 0.3252 0.4560 -0.4977 0.584
H 0.20265 -3.55286 -5.71980 -0.5036 -0.2301 0.7075 0.375
H -0.14048 -5.60972 -4.08481 -0.2430 1.5458 0.3567 0.366
H -1.25435 -4.91978 -1.75660 0.3579 -0.0206 -0.4464 0.480
C 4.70052 3.60763 -3.14856 -0.2858 0.6780 -2.1048 -1.327
C 4.82886 2.13842 -2.88648 0.8947 -1.8736 -0.1128 -0.238
C 3.46198 1.54719 -2.56797 -1.0297 0.1364 0.2982 -0.843
S 3.46245 0.04260 -1.62525 1.0322 -2.5473 0.6747 0.625
O 2.03992 -0.56426 -1.46453 1.4661 0.8242 -0.7590 0.039
C 4.27453 -1.20463 -2.79819 -0.2185 1.2413 -0.5738 -0.496
C 5.09141 -2.34882 -2.19392 -1.8933 -0.8753 0.0277 -0.708
C 4.11419 -3.30196 -1.39874 0.9800 0.8471 -0.3162 -0.751
H 5.52991 3.98880 -3.79379 -0.5219 -0.2215 0.7681 0.362
H 4.61780 4.17688 -2.25290 0.1719 0.4639 0.7864 0.357
H 3.76149 3.82793 -3.72450 0.7520 -0.3036 0.3805 0.299
H 5.59276 1.89144 -2.11023 -0.6296 0.3981 -0.2109 0.302
H 5.20802 1.57526 -3.77353 -0.2418 0.6699 0.3989 0.290
H 2.88705 1.36350 -3.46097 -0.3550 0.1250 -0.4525 0.699
H 2.86269 2.19885 -1.90806 0.1926 -0.0484 -0.2741 0.195
H 4.85882 -0.61633 -3.52686 -0.0263 -0.0595 0.4698 0.437
H 3.41133 -1.56618 -3.37016 0.0432 -0.1045 0.2192 0.210
H 5.85491 -2.01121 -1.52189 0.4820 0.3467 0.2678 0.361
H 5.57550 -2.87100 -3.02198 -0.0489 0.0560 -0.0027 0.369
H 4.01322 -2.78822 -0.45053 -0.7091 -0.0399 0.3599 0.068
H 4.54845 -4.26678 -1.15637 0.1519 -0.1287 -0.2399 0.452
H 3.14718 -3.43771 -1.90103 0.2962 0.1064 0.1786 0.171
C -1.06258 -4.48663 7.15029 1.0637 0.9239 0.6143 -1.468
C -0.76587 -3.25616 6.31653 -1.2871 0.1620 0.8253 0.692
C 0.14840 -3.27059 5.29754 1.6952 -0.6721 -0.7954 -0.711
C 0.74655 -2.06912 4.84553 -0.7234 -1.7198 -0.8557 0.028
C 0.27563 -0.89547 5.33953 0.1723 0.6946 0.2918 -0.144
C -0.79385 -0.83953 6.20753 -0.7283 0.1741 0.2744 -0.668
C -1.35090 -2.02880 6.64225 0.0778 0.8463 0.6480 -0.612
S 0.95167 0.68656 5.03342 1.0143 0.3753 -0.3947 1.013
O 0.65060 1.13485 3.68605 -0.2714 0.2270 0.5616 -0.357
O 0.51315 1.43093 6.19836 0.9942 0.3152 -1.1665 -0.726
N 2.60768 0.48322 4.94651 -0.9911 -0.9440 1.4259 -0.111
C 3.41912 1.09235 3.91866 0.2595 1.3224 0.1194 -0.854
C 3.65632 0.26732 2.66237 0.0258 -0.4600 -0.8419 -0.849
C 2.44380 0.14714 1.70477 1.4268 -1.0694 1.4362 0.713
O 1.82212 -0.96255 1.68101 0.0367 1.1620 -0.5285 -0.278
O 2.18208 1.11540 0.97306 -0.9307 0.9539 -0.9671 -0.441
H -0.52357 -5.29669 6.70084 -0.2922 -0.9001 -0.2782 0.399
H -2.10164 -4.67524 7.39747 -0.1120 -0.1176 -0.3517 0.373
H -0.53158 -4.35155 8.12620 -0.4704 0.0608 -0.5907 0.313
H 0.48945 -4.27968 4.92015 -0.1429 1.3734 0.4113 0.212
H 1.43344 -2.07361 4.01571 0.4486 -0.0388 0.0412 0.476
H -1.09172 0.18057 6.51789 -0.2589 -1.1964 0.0654 0.496
H -2.16354 -1.93172 7.35425 0.0331 -0.4089 0.0520 0.411
H 3.10479 0.22353 5.81077 -0.7733 0.2896 -0.6346 0.273
H 4.39385 1.20258 4.43603 -0.4169 0.4000 -0.5681 0.505
H 2.96984 2.10310 3.68760 0.8428 -0.9459 0.0126 0.175
H 3.87639 -0.76572 2.92264 0.1871 -0.0376 0.3410 0.438
H 4.56526 0.65251 2.11849 -1.0919 -0.1037 0.3568 0.330
```
Positions in Å, forces in eV/Å.

The calculation puts the largest force on an atom at 4.53 eV/Å. Its expectation value of S² is 8.7578. The calculation puts the energy above the lowest of the compared OMol25 structures with the same formula, charge and spin at 57.88 kcal/mol. The spin multiplicity is 6. As for the charge: +1. The value obtained for the lowest unoccupied orbital energy (alpha / beta) is -3.294 / -3.291 eV.

No. 2
Below is a 2-piece molecular cluster, C4H11N3O2 overall, with properties calculated with ωB97M-V/def2-TZVPD.

The geometry in XYZ format:
```
20
Properties=species:S:1:pos:R:3:forces:R:3:nbo_charge:R:1
C -0.41346 -2.12024 -1.80878 0.8339 -0.0125 -0.3854 -0.697
C 1.03576 -1.37489 0.08243 1.8460 0.9865 0.2873 0.459
N 1.36465 -0.30448 0.76626 -0.5247 1.6040 0.6868 -0.911
N -0.00661 -1.21693 -0.73992 -1.0582 -1.3287 -0.0082 -0.621
N 1.80027 -2.50632 0.08647 -1.2121 0.2352 -0.3066 -1.038
H 0.61704 0.86964 1.10005 -0.4464 -0.9624 -0.1466 0.486
H 2.12790 -0.20412 1.42121 0.1956 -1.2982 -0.3853 0.366
H -0.43658 -0.29873 -0.72907 0.0316 0.0624 0.2238 0.440
H 1.59235 -3.18616 -0.64293 0.5119 -0.2019 0.2864 0.320
H 2.71024 -2.46609 0.52958 -0.1503 -0.1134 -0.1913 0.349
H -1.48271 -2.32926 -1.91293 -0.0867 0.7092 0.2724 0.191
H -0.01657 -3.14623 -1.73801 0.3278 0.5032 0.1989 0.159
H 0.01029 -1.64093 -2.70131 -0.4651 -0.6368 -0.3847 0.184
C -1.59609 3.42712 1.00331 0.8667 0.0256 0.6424 -0.717
C -0.92209 2.09664 0.76214 0.2223 -0.8485 -1.5142 0.791
O 0.00515 1.67598 1.56403 -0.0822 1.0955 0.4559 -0.730
O -1.23388 1.48040 -0.26230 -0.1063 0.1692 0.2631 -0.698
H -2.25946 3.35165 1.86333 -0.3601 0.0411 -0.2088 0.222
H -2.05645 3.73059 0.06844 -0.3672 -0.0281 0.2491 0.229
H -0.83974 4.16233 1.28800 0.0234 -0.0014 -0.0352 0.216
```
Positions in Å, forces in eV/Å.

The calculation puts the largest force on an atom at 2.11 eV/Å. Its expectation value of S² is 0.7503. The calculation puts the energy above the lowest of the compared OMol25 structures with the same formula, charge and spin at 19.12 kcal/mol. The spin multiplicity is 2. As for the charge: -1. The value obtained for the lowest unoccupied orbital energy (alpha / beta) is 3.509 / 3.463 eV.

No. 3
Below is the molecule C5H6O, with properties calculated with ωB97M-V/def2-TZVPD.

The geometry in XYZ format:
```
12
Properties=species:S:1:pos:R:3:forces:R:3:nbo_charge:R:1
C -1.94914 0.30358 -0.10342 -0.0901 0.0649 -0.0024 -0.591
C -0.93129 -0.83145 -0.25955 0.0254 -0.1030 0.0058 -0.488
C 0.44383 -0.34307 -0.21709 0.4696 0.1394 0.1837 0.104
C 1.55339 0.10772 -0.06160 -0.4631 -0.2038 0.0472 -0.156
C 2.87057 0.54116 0.35419 0.0727 0.2312 0.1919 0.365
O 3.07054 1.57000 0.95927 0.0048 -0.3783 -0.2994 -0.488
H -2.00057 0.63405 0.93670 0.0301 -0.0054 -0.1308 0.215
H -1.66986 1.16471 -0.71521 -0.0623 -0.1310 0.0259 0.218
H -2.94128 -0.03316 -0.41067 0.0600 0.0353 0.0750 0.213
H -1.11074 -1.40433 -1.17603 0.1020 0.1505 0.0684 0.236
H -1.02576 -1.54336 0.57033 -0.0806 0.0403 -0.1559 0.241
H 3.69031 -0.16586 0.12306 -0.0685 0.1599 -0.0093 0.132
```
Positions in Å, forces in eV/Å.

The calculation puts the largest force on an atom at 0.52 eV/Å. The calculation puts the energy above the lowest of the compared OMol25 structures with the same formula, charge and spin at 42.00 kcal/mol. As for the charge: 0. The value obtained for the lowest unoccupied orbital energy is 0.369 eV.

No. 4
Below is an isolated ion of composition C4H11N4O and charge +1, with properties calculated with ωB97M-V/def2-TZVPD.

The geometry in XYZ format:
```
20
Properties=species:S:1:pos:R:3:forces:R:3:nbo_charge:R:1
C 1.60722 -2.06163 -0.29293 -1.5506 1.5131 -0.6240 0.726
C -1.82025 1.49761 0.50073 2.6657 -0.5335 1.8088 -0.645
C -0.40035 2.06044 0.82578 -2.1474 1.5109 -2.6537 -0.499
C 0.69043 1.17411 0.88483 3.4413 -2.6670 -0.1830 0.229
N 1.56453 -0.95797 0.40824 0.4906 -0.1184 0.3294 -0.445
N -0.33893 -2.00568 -1.93208 -0.5012 -1.1410 1.8607 -0.506
N 2.63497 -2.86119 -0.04766 -0.1623 -0.4195 -0.5713 -0.766
N 0.57620 -0.04627 0.46531 -2.2509 0.1840 -1.4905 -0.244
O 0.84240 -2.61237 -1.31756 0.7561 0.0455 1.2221 -0.412
H -2.10520 1.18352 -0.44234 0.0827 -0.5362 -2.1249 0.230
H -2.11957 0.78099 1.22246 0.2717 -1.5765 0.6239 0.224
H -2.48775 2.18224 0.81977 -2.1487 3.0348 0.3884 0.250
H -0.42665 2.64056 1.69109 -0.2138 0.8305 1.8034 0.266
H -0.13707 2.86879 0.07522 -0.1184 -0.8347 0.4384 0.277
H -0.08688 -2.25563 -2.90036 -0.8945 0.1094 0.4599 0.387
H 1.74380 1.41904 1.19933 -1.3181 0.0616 -0.1536 0.247
H -1.13201 -2.65354 -1.52875 1.8730 1.4462 -1.5762 0.376
H 3.41671 -2.47682 0.50831 -0.7361 -0.9473 -0.6991 0.450
H 2.56555 -3.67665 -0.66419 1.2449 0.2288 0.7506 0.432
H -0.38597 -0.25509 0.08433 1.2160 -0.1906 0.3906 0.422
```
Positions in Å, forces in eV/Å.

The calculation puts the largest force on an atom at 4.36 eV/Å. The calculation puts the energy above the lowest of the compared OMol25 structures with the same formula, charge and spin at 85.45 kcal/mol. As for the charge: +1. The value obtained for the lowest unoccupied orbital energy is -3.646 eV.